Entry 1:
Formula: C45H22F15GaGeN7OS2
Source: the Open Molecules 2025 dataset
Level of theory: ωB97M-V with the def2-TZVPD basis set

Calculated values
largest force on an atom: 0.0132 Eh/bohr
frontier orbital gap: 0.25246 Ha
charge: +1
E_tot: -230821.4877 eV
LUMO: -3.54 eV

Cartesian coordinates (Å):
Ga 0.995 0.786 0.303
N 9.281 -5.197 0.471
C 8.317 -4.573 0.485
C 7.127 -3.777 0.504
C 6.312 -3.707 -0.625
C 5.201 -2.886 -0.618
C 4.872 -2.151 0.519
C 5.679 -2.241 1.653
C 6.802 -3.045 1.646
C 3.731 -1.205 0.499
C 3.812 -0.149 -0.412
C 4.960 0.208 -1.165
C 4.669 1.393 -1.800
C 3.356 1.720 -1.440
N 2.831 0.820 -0.602
C 2.721 -1.358 1.455
C 2.652 -2.347 2.459
C 1.562 -2.051 3.257
C 0.984 -0.900 2.721
N 1.661 -0.474 1.642
H 6.557 -4.289 -1.503
H 4.570 -2.818 -1.495
H 5.435 -1.651 2.527
H 7.441 -3.112 2.516
H 5.885 -0.342 -1.202
H 5.310 1.984 -2.433
H 2.796 2.569 -1.788
H 3.328 -3.178 2.571
H 1.228 -2.580 4.134
H 0.143 -0.337 3.092
C -3.788 4.875 2.249
N -2.930 3.842 1.704
C -2.259 2.839 2.499
C -1.305 2.254 1.467
O -0.449 1.386 1.728
N -1.480 2.844 0.293
C -2.391 3.817 0.478
N -2.676 4.687 -0.476
H -4.232 4.513 3.172
H -4.597 5.111 1.557
H -3.225 5.790 2.455
H -2.941 2.070 2.872
H -1.732 3.273 3.351
H -2.283 4.523 -1.388
H -3.438 5.335 -0.388
S 2.068 5.156 1.404
C 1.848 3.462 1.472
N 1.340 2.914 0.413
C 1.086 3.851 -0.581
C 0.570 3.589 -1.854
C 0.419 4.646 -2.725
C 0.762 5.952 -2.349
C 1.272 6.223 -1.098
C 1.435 5.157 -0.216
H 2.134 2.892 2.345
H 0.321 2.571 -2.127
H 0.050 4.461 -3.726
H 0.634 6.761 -3.055
H 1.565 7.226 -0.817
F -4.123 -3.339 -1.236
C -3.399 -3.383 -2.367
C -2.258 -2.598 -2.450
C -1.513 -2.701 -3.612
F -0.391 -1.995 -3.755
C -1.901 -3.530 -4.654
F -1.171 -3.602 -5.762
C -3.059 -4.282 -4.543
F -3.437 -5.064 -5.540
C -3.818 -4.216 -3.384
F -4.922 -4.943 -3.258
Ge -1.875 -1.452 -0.882
S -0.103 -0.248 -1.402
C -1.670 -2.625 0.707
C -1.859 -2.107 1.973
F -2.152 -0.802 2.095
C -1.817 -2.884 3.112
F -1.966 -2.333 4.317
C -1.612 -4.249 2.986
F -1.581 -5.014 4.065
C -1.428 -4.808 1.731
F -1.250 -6.118 1.610
C -1.436 -3.987 0.616
F -1.214 -4.537 -0.582
C -3.641 -0.496 -0.655
C -4.609 -0.843 0.279
F -4.438 -1.882 1.093
C -5.792 -0.134 0.427
F -6.657 -0.466 1.380
C -6.062 0.925 -0.417
F -7.170 1.640 -0.273
C -5.155 1.248 -1.411
F -5.450 2.247 -2.255
C -3.961 0.553 -1.505
F -3.102 0.895 -2.477

Entry 2:
Formula: C45H27N10O4Sc
Source: the Open Molecules 2025 dataset
Level of theory: ωB97M-V with the def2-TZVPD basis set

Calculated values
largest force on an atom: 0.0090 Eh/bohr
frontier orbital gap (spin up / spin down): 0.18367 / 0.18246 Ha
relative energy (zero: lowest compared OMol25 entry of this formula, charge and spin): 51.2 kJ/mol
E_tot: -90900.2740 eV
LUMO (spin up / spin down): -1.64 / -1.65 eV

Cartesian coordinates (Å):
Sc 0.113 -0.234 -0.023
C -2.432 1.540 -5.941
C -3.481 2.056 -5.166
C -3.536 1.847 -3.801
C -2.505 1.115 -3.223
C -2.252 0.693 -1.851
N -3.089 0.923 -0.857
C -2.928 0.480 0.374
C -3.929 0.655 1.418
C -5.180 1.261 1.421
C -5.887 1.252 2.609
C -5.367 0.652 3.765
C -4.126 0.043 3.760
C -3.414 0.055 2.567
C -2.112 -0.482 2.199
N -1.315 -1.114 3.052
C -0.209 -1.716 2.663
N 0.240 -1.886 1.390
C 1.426 -2.570 1.435
N 2.187 -2.931 0.430
C 1.967 -2.577 -0.831
N 1.048 -1.686 -1.295
C 1.164 -1.593 -2.651
N 0.451 -0.834 -3.472
C -0.593 -0.130 -3.079
N -1.084 -0.014 -1.812
C -1.462 0.601 -3.995
C -1.413 0.802 -5.369
C 2.237 -2.466 -3.095
C 2.763 -2.741 -4.354
C 3.810 -3.638 -4.425
C 4.322 -4.254 -3.272
C 3.797 -3.990 -2.023
C 2.744 -3.083 -1.948
C 1.764 -2.857 2.829
C 2.856 -3.481 3.414
C 2.886 -3.540 4.797
C 1.855 -2.998 5.573
C 0.763 -2.381 4.986
C 0.738 -2.318 3.601
N -1.859 -0.201 0.896
H -2.429 1.723 -7.007
H -4.262 2.624 -5.653
H -4.345 2.235 -3.198
H -5.576 1.717 0.525
H -6.864 1.716 2.653
H -5.953 0.670 4.674
H -3.719 -0.426 4.645
H -0.605 0.392 -5.960
H 2.360 -2.265 -5.237
H 4.248 -3.876 -5.385
H 5.145 -4.951 -3.372
H 4.183 -4.464 -1.131
H 3.650 -3.894 2.809
H 3.723 -4.013 5.295
H 1.918 -3.063 6.651
H -0.036 -1.954 5.576
O -0.202 1.935 0.194
C 0.008 2.583 1.226
C 0.952 2.252 2.248
C 1.056 3.100 3.361
C 2.018 2.848 4.303
C 2.920 1.777 4.169
C 2.845 0.952 3.086
C 1.840 1.142 2.095
O 1.753 0.347 1.097
N 2.118 3.721 5.470
O 3.008 3.497 6.269
O 1.300 4.615 5.582
H -0.567 3.509 1.378
H 0.392 3.944 3.478
H 3.664 1.628 4.937
H 3.523 0.117 2.966
N 3.000 0.834 -1.526
C 3.018 2.155 -1.086
C 2.073 3.065 -1.559
C 2.020 4.349 -1.044
C 2.892 4.746 -0.038
C 3.834 3.842 0.431
C 3.906 2.561 -0.091
H 3.826 0.288 -1.332
H 2.676 0.676 -2.469
H 1.366 2.756 -2.321
H 1.280 5.041 -1.425
H 2.841 5.747 0.369
H 4.524 4.135 1.212
H 4.640 1.859 0.287

Entry 3:
Formula: C45H29Br2Cl4N6O5S2W
Source: the Open Molecules 2025 dataset
Level of theory: ωB97M-V with the def2-TZVPD basis set

Calculated values
largest force on an atom: 0.0255 Eh/bohr
<S²>: 2.013
frontier orbital gap (spin up / spin down): 0.19586 / 0.22984 Ha
charge: +1
relative energy (zero: lowest compared OMol25 entry of this formula, charge and spin): 23.9 kJ/mol
E_tot: -279981.5174 eV
2S+1: 3
LUMO (spin up / spin down): -3.76 / -3.98 eV

Cartesian coordinates (Å):
W 0.815 0.319 -0.702
Cl -3.304 2.963 -5.478
C -2.478 1.861 -4.451
C -2.757 0.495 -4.514
Cl -3.857 -0.106 -5.691
C -2.116 -0.400 -3.652
Cl -2.442 -2.090 -3.669
C -1.144 0.080 -2.791
O -0.371 -0.670 -1.998
C -0.876 1.440 -2.730
O 0.091 1.749 -1.849
C -1.523 2.342 -3.552
Cl -1.131 4.012 -3.425
O 5.172 6.071 0.722
N 4.238 5.964 1.489
O 4.035 6.678 2.440
C 3.387 4.753 1.368
C 2.723 4.396 2.482
C 1.904 3.224 2.504
C 1.274 2.759 3.670
C 0.565 1.588 3.613
C 0.432 0.930 2.387
N 0.973 1.383 1.262
C 1.755 2.485 1.332
C 2.485 2.860 0.155
N 2.336 2.043 -0.913
C 2.962 2.342 -2.036
C 3.792 3.457 -2.150
C 3.974 4.283 -1.072
C 3.314 3.991 0.140
H 2.822 5.001 3.373
H 1.374 3.313 4.593
H 0.095 1.165 4.487
H -0.126 0.008 2.317
H 2.788 1.699 -2.886
H 4.279 3.661 -3.091
H 4.615 5.145 -1.147
S -1.610 0.668 0.162
C -2.170 -0.880 0.659
N -3.495 -1.020 0.914
C -4.006 -2.368 1.082
C -3.084 -3.130 2.005
N -1.741 -3.113 1.446
C -0.832 -4.159 1.927
C -0.378 -3.911 3.349
C 0.813 -3.242 3.617
C 1.192 -2.983 4.927
C 0.388 -3.391 5.982
C -0.793 -4.072 5.724
C -1.168 -4.334 4.414
C -1.295 -1.976 0.856
S 0.383 -1.863 0.458
C -4.405 0.118 0.894
C -4.833 0.567 -0.485
C -4.859 1.920 -0.794
C -5.298 2.349 -2.038
C -5.722 1.424 -2.980
C -5.697 0.070 -2.676
C -5.247 -0.356 -1.437
H -4.054 -2.878 0.114
H -5.012 -2.317 1.493
H -3.406 -4.168 2.091
H -3.091 -2.684 3.006
H 0.016 -4.222 1.249
H -1.377 -5.102 1.866
H 1.450 -2.928 2.801
H 2.127 -2.474 5.122
H 0.689 -3.197 7.002
H -1.414 -4.412 6.541
H -2.078 -4.890 4.222
H -3.929 0.948 1.420
H -5.281 -0.175 1.476
H -4.517 2.643 -0.063
H -5.302 3.405 -2.274
H -6.058 1.755 -3.954
H -6.019 -0.657 -3.409
H -5.224 -1.416 -1.218
Br 4.850 -1.285 2.055
C 4.607 -1.450 0.198
C 5.577 -2.107 -0.588
C 5.417 -2.240 -1.939
Br 6.745 -3.122 -2.948
C 4.265 -1.722 -2.584
C 3.972 -1.788 -3.963
C 2.806 -1.246 -4.436
C 1.906 -0.640 -3.547
N 2.156 -0.549 -2.252
C 3.319 -1.077 -1.772
C 3.478 -0.927 -0.381
O 2.517 -0.289 0.258
H 6.457 -2.509 -0.107
H 4.669 -2.271 -4.635
H 2.555 -1.289 -5.485
H 0.969 -0.232 -3.900

Entry 4:
Formula: C45H29Cl3F5N4O3PRe
Source: the Open Molecules 2025 dataset
Level of theory: ωB97M-V with the def2-TZVPD basis set

Calculated values
largest force on an atom: 0.0071 Eh/bohr
<S²>: 0.758
frontier orbital gap (spin up / spin down): 0.18850 / 0.17448 Ha
charge: +2
relative energy (zero: lowest compared OMol25 entry of this formula, charge and spin): 20.8 kJ/mol
E_tot: -121800.9252 eV
2S+1: 2
LUMO (spin up / spin down): -6.88 / -7.25 eV

Cartesian coordinates (Å):
Re 1.031 0.003 0.009
C -0.114 -5.212 -12.614
O -0.187 -5.920 -11.379
C -0.058 -5.230 -10.239
C 0.135 -3.850 -10.166
C 0.255 -3.241 -8.930
C 0.185 -3.983 -7.754
C -0.001 -5.368 -7.841
C -0.122 -5.985 -9.061
C 0.314 -3.302 -6.477
N 0.709 -2.053 -6.302
C 0.679 -1.850 -4.961
C 0.259 -2.984 -4.285
N 0.030 -3.904 -5.274
C 0.154 -3.049 -2.871
C -0.235 -4.164 -2.103
C -0.260 -4.080 -0.733
C 0.084 -2.880 -0.109
N 0.434 -1.811 -0.814
C 0.491 -1.877 -2.173
C 0.941 -0.699 -2.854
N 1.263 0.379 -2.082
C 1.694 1.488 -2.671
C 1.822 1.594 -4.056
C 1.496 0.519 -4.849
C 1.041 -0.666 -4.248
H -0.237 -5.960 -13.390
H 0.856 -4.725 -12.726
H -0.914 -4.474 -12.688
H 0.191 -3.249 -11.061
H 0.405 -2.172 -8.868
H -0.028 -5.987 -6.951
H -0.257 -7.054 -9.142
H -0.324 -4.840 -5.172
H -0.501 -5.094 -2.589
H -0.540 -4.928 -0.126
H 0.080 -2.768 0.967
H 1.943 2.314 -2.020
H 2.186 2.517 -4.482
H 1.584 0.559 -5.928
Cl 0.099 3.384 6.182
C 0.165 2.269 4.875
C 0.884 2.601 3.735
C 0.897 1.677 2.715
Cl 1.754 2.033 1.217
C 0.240 0.460 2.761
O 0.294 -0.415 1.722
C -0.455 0.151 3.929
Cl -1.244 -1.371 4.066
C -0.499 1.052 4.978
H 1.406 3.545 3.656
H -1.043 0.803 5.878
F 8.043 0.491 1.130
C 6.776 0.234 0.865
C 6.022 1.140 0.139
F 6.565 2.266 -0.299
C 4.695 0.864 -0.132
F 3.973 1.740 -0.851
C 4.097 -0.307 0.312
O 2.806 -0.621 0.052
C 4.870 -1.212 1.034
F 4.309 -2.339 1.463
C 6.197 -0.946 1.314
F 6.914 -1.811 2.009
C -1.772 0.935 -2.252
P -1.197 1.160 -0.543
C -1.054 2.942 -0.287
C -0.685 3.783 -1.336
C -0.485 5.136 -1.103
C -0.651 5.653 0.175
C -1.026 4.819 1.220
C -1.227 3.467 0.994
C -2.631 0.638 0.427
C -3.775 1.443 0.372
C -4.932 1.048 1.020
C -4.959 -0.151 1.724
C -3.830 -0.951 1.779
C -2.666 -0.560 1.131
H -2.719 1.462 -2.368
H -1.947 -0.129 -2.417
H -1.066 1.305 -2.992
H -0.571 3.398 -2.342
H -0.214 5.790 -1.921
H -0.503 6.710 0.353
H -1.174 5.225 2.213
H -1.534 2.824 1.811
H -3.760 2.383 -0.166
H -5.812 1.676 0.979
H -5.864 -0.456 2.233
H -3.849 -1.880 2.334
H -1.787 -1.183 1.199

Entry 5:
Formula: C45H30CaI2N9O3S
Source: the Open Molecules 2025 dataset
Level of theory: ωB97M-V with the def2-TZVPD basis set

Calculated values
largest force on an atom: 0.0034 Eh/bohr
frontier orbital gap: 0.24294 Ha
charge: -1
relative energy (zero: lowest compared OMol25 entry of this formula, charge and spin): 0.0 kJ/mol
E_tot: -112188.0884 eV
LUMO: 1.66 eV

Cartesian coordinates (Å):
Ca -0.314 0.888 0.578
O -0.412 -6.484 1.188
C -1.403 -5.759 1.382
O -2.616 -6.029 1.459
C -1.083 -4.246 1.501
C 0.193 -3.767 1.264
C 0.405 -2.397 1.203
N -0.581 -1.515 1.398
C -1.797 -1.972 1.720
C -2.083 -3.328 1.770
C -2.844 -0.942 1.991
C -4.157 -1.293 2.298
C -5.080 -0.297 2.553
C -4.679 1.028 2.492
C -3.361 1.295 2.164
N -2.464 0.339 1.923
C 1.747 -1.825 0.892
C 2.828 -2.629 0.542
C 4.045 -2.033 0.262
C 4.161 -0.655 0.339
C 3.033 0.072 0.677
N 1.856 -0.493 0.944
H 0.968 -4.500 1.092
H -3.066 -3.728 1.970
H -4.454 -2.330 2.337
H -6.103 -0.555 2.796
H -5.363 1.843 2.684
H -3.002 2.311 2.056
H 2.716 -3.700 0.474
H 4.894 -2.640 -0.025
H 5.086 -0.145 0.105
H 3.055 1.156 0.709
I -2.645 5.802 1.130
C -1.240 4.951 2.410
C -0.841 5.645 3.557
C 0.055 5.105 4.440
I 0.590 6.222 6.125
C 0.585 3.810 4.208
C 1.475 3.138 5.073
C 1.899 1.875 4.773
C 1.447 1.270 3.591
N 0.633 1.866 2.751
C 0.189 3.116 3.038
C -0.745 3.684 2.074
O -1.085 3.030 1.043
H -1.257 6.626 3.742
H 1.807 3.633 5.977
H 2.573 1.337 5.426
H 1.763 0.268 3.326
S 1.155 2.158 -1.423
C 1.925 0.783 -2.134
N 3.150 0.720 -2.551
N 3.884 1.827 -2.356
C 5.240 1.827 -2.589
C 5.902 0.710 -3.107
C 7.270 0.758 -3.320
C 8.007 1.897 -3.027
C 7.346 3.006 -2.511
C 5.981 2.977 -2.292
N 1.320 -0.487 -2.325
N 0.286 -0.725 -1.682
C -0.178 -2.075 -1.864
C -1.497 -2.356 -1.537
C -1.964 -3.662 -1.576
C -1.109 -4.697 -1.922
C 0.210 -4.413 -2.257
C 0.679 -3.109 -2.235
H 3.419 2.614 -1.908
H 5.328 -0.177 -3.336
H 7.768 -0.116 -3.724
H 9.075 1.921 -3.197
H 7.900 3.906 -2.274
H 5.472 3.846 -1.888
H -2.139 -1.551 -1.206
H -2.982 -3.884 -1.278
H -1.454 -5.721 -1.881
H 0.886 -5.221 -2.505
H 1.710 -2.878 -2.465
N -2.389 0.926 -0.962
C -3.279 0.797 -1.673
C -4.401 0.576 -2.541
C -5.496 1.435 -2.492
C -6.581 1.195 -3.319
C -6.571 0.108 -4.183
C -5.476 -0.744 -4.227
C -4.384 -0.515 -3.407
H -5.487 2.276 -1.812
H -7.436 1.857 -3.288
H -7.422 -0.076 -4.826
H -5.471 -1.591 -4.900
H -3.524 -1.172 -3.427